w.
This record from the Open Molecules 2025 dataset describes C9H11O3 as an isolated structure. The level of theory is the ωB97M-V functional and the def2-TZVPD basis.

Atoms and positions in Å:
C 0.7315 -0.4716 -4.1594
C 1.6234 -0.1215 -2.9173
O 1.4203 -0.8599 -1.8110
O 2.6591 0.4688 -3.0568
H 0.2893 -1.5144 -3.8795
H 1.3588 -0.6477 -5.1030
H 0.0489 0.4739 -3.9408
C -3.3010 -0.2060 3.1013
C -0.2802 1.3931 1.6080
C 0.4184 0.3508 0.9081
C -1.4872 1.1902 2.2440
C -2.0932 -0.0158 2.2721
C -0.1168 -1.0236 1.0188
C -1.3765 -1.0504 1.5155
O 1.5845 0.5358 0.2738
H 0.3079 2.4296 1.7398
H -1.8594 2.1044 2.8355
H 0.2812 -2.0568 0.6479
H 2.0306 0.0445 -0.7900
H -4.1297 -0.8294 2.7755
H -3.6548 0.8194 3.5383
H -1.9616 -1.9600 1.2673
H -2.7330 -0.2915 4.1139

Output
**Orbital gap**: 0.2661 Ha
**Net charge**: -1
**M**: 167.18 g/mol
**E_HOMO**: -0.1426 Ha

=====

x.
This record from the Open Molecules 2025 dataset describes a 2-piece molecular cluster, C9H11O3 overall. The level of theory is the ωB97M-V functional and the def2-TZVPD basis.

Atoms and positions in Å:
C -3.6904 0.2245 -1.8011
C 0.5170 0.2442 -1.1027
C -0.2930 0.1071 0.0828
C 0.0498 0.4469 -2.3417
C -1.7329 0.0751 -0.0899
C -1.3646 0.4883 -2.4939
C -2.2081 0.2223 -1.3792
O 1.8083 0.5509 -0.8663
H 2.1165 0.4494 0.2323
H -0.0030 0.0562 1.0730
H 0.7467 0.6767 -3.1529
H -2.3879 -0.0916 0.7885
H -1.9426 0.6327 -3.3626
H -4.3979 -0.1861 -1.1094
H -3.8984 -0.1959 -2.7727
H -3.9282 1.3408 -1.9569
C 3.3466 -0.9847 3.3097
C 2.3246 -0.2888 2.4121
O 2.8483 0.4893 1.5858
O 1.1699 -0.6465 2.5948
H 3.9680 -0.2484 3.8832
H 4.1332 -1.4273 2.6947
H 2.8178 -1.9351 3.7722

Output
**Orbital gap**: 0.2802 Ha
**Net charge**: -1
**M**: 167.18 g/mol
**E_HOMO**: -0.1549 Ha

=====

What should be chosen as the most stable of them? Choose x.

=====

w.
This record from the Open Molecules 2025 dataset describes an isolated ion of composition C6H13N and charge +1. The level of theory is the ωB97M-V functional and the def2-TZVPD basis.

Atoms and positions in Å:
C -0.8449 1.9262 1.2798
C -1.3489 1.6705 -0.1711
C -0.1783 1.1701 -1.1135
C 0.5197 0.0205 -0.4492
C 1.0358 -1.0416 -1.1426
N 1.1271 -2.3236 -0.6228
C 0.5882 -2.5089 0.6976
H -0.0459 2.5323 1.2224
H -0.6414 0.8718 1.5898
H -1.5516 2.5634 1.8132
H -2.3408 1.1994 -0.1948
H -1.5924 2.7224 -0.4127
H -0.4398 0.9328 -2.1346
H 0.6239 1.8907 -1.1198
H 0.8490 0.2731 0.6122
H 1.4102 -1.0371 -2.1313
H 1.5336 -3.0829 -1.1439
H 0.5597 -1.6145 1.3789
H -0.4953 -2.8421 0.8056
H 1.2321 -3.3224 1.2369

Output
**Orbital gap (alpha / beta)**: 0.3619 / 0.3053 Ha
**⟨S²⟩**: 0.765
**Spin multiplicity**: 2
**Net charge**: +1
**M**: 99.18 g/mol
**E_HOMO (alpha / beta)**: -0.5103 / -0.5446 Ha

=====

x.
This record from the Open Molecules 2025 dataset describes a 2-piece molecular cluster, C6H13N overall. The level of theory is the ωB97M-V functional and the def2-TZVPD basis.

Atoms and positions in Å:
C 2.0310 0.6846 0.4830
C 0.6900 0.8375 -0.0976
C -0.2160 -0.2409 -0.2456
C 0.0685 -1.5961 -0.2979
C -1.6602 0.1323 -0.5540
C -2.5787 0.3601 0.6924
N 3.0732 0.1530 -0.4628
H 2.4848 1.6414 0.7430
H 2.0742 0.0115 1.3404
H 0.2750 1.7630 -0.4770
H -0.3184 -0.9453 1.4402
H 1.0327 -2.0359 -0.5435
H -0.6921 -2.3238 -0.5748
H -1.6804 1.0552 -1.1179
H -2.1509 -0.6256 -1.1598
H -2.0921 1.2156 1.1667
H -2.8715 -0.4583 1.3332
H -3.4587 0.7852 0.2172
H 3.1418 -0.8663 -0.4741
H 2.8481 0.4527 -1.4113

Output
**Orbital gap (alpha / beta)**: 0.2663 / 0.2603 Ha
**⟨S²⟩**: 0.771
**Spin multiplicity**: 2
**Net charge**: +1
**M**: 99.18 g/mol
**E_HOMO (alpha / beta)**: -0.4964 / -0.5038 Ha

=====

What should be chosen as the most stable of them? Choose w.

=====

w.
This record from the Open Molecules 2025 dataset describes an isolated ion of composition C3H10N2 and charge +1. The level of theory is the ωB97M-V functional and the def2-TZVPD basis.

Atoms and positions in Å:
N 0.3906 0.8691 1.4653
C 0.6689 0.2725 0.0496
C 0.1397 1.3832 -0.8417
C 0.1723 -1.1223 -0.2173
N -1.3422 -1.3448 0.0653
H 0.9819 0.2118 2.0597
H -0.6109 0.5131 1.7381
H 1.7815 0.0732 -0.0997
H -0.4627 1.0521 -1.6195
H 1.1557 1.6753 -1.1078
H -0.2111 2.2621 -0.1560
H 0.4424 -1.5159 -1.2453
H 0.7265 -1.7870 0.4415
H -1.8481 -1.9738 -0.5859
H -1.9847 -0.5687 0.0535

Output
**Orbital gap (alpha / beta)**: 0.4047 / 0.1972 Ha
**⟨S²⟩**: 0.755
**Spin multiplicity**: 2
**Net charge**: +1
**M**: 74.13 g/mol
**E_HOMO (alpha / beta)**: -0.5437 / -0.5379 Ha

=====

x.
This record from the Open Molecules 2025 dataset describes an isolated ion of composition C3H10N2 and charge +1. The level of theory is the ωB97M-V functional and the def2-TZVPD basis.

Atoms and positions in Å:
N 0.2462 -2.1797 1.2984
C 0.6195 -1.0856 0.1793
C -0.5530 -0.1448 -0.1558
C -0.2594 1.2294 -0.8537
N -0.7234 2.3869 -0.1033
H -0.4162 -2.8138 0.7986
H 1.0655 -2.7843 1.5024
H 0.9371 -1.6156 -0.6873
H 1.5191 -0.5465 0.6920
H -1.3602 -0.7056 -0.7160
H -0.8601 0.1715 0.8909
H -0.6381 1.2308 -1.8851
H 0.8137 1.2470 -1.0178
H -0.0607 2.4075 0.6645
H -0.3299 3.2028 -0.6072

Output
**Orbital gap (alpha / beta)**: 0.3532 / 0.1412 Ha
**⟨S²⟩**: 0.755
**Spin multiplicity**: 2
**Net charge**: +1
**M**: 74.13 g/mol
**E_HOMO (alpha / beta)**: -0.4940 / -0.4939 Ha

=====

What should be chosen as the most stable of them? Choose x.

=====

w.
This record from the Open Molecules 2025 dataset describes a 2-piece molecular cluster, C4H13N2O overall. The level of theory is the ωB97M-V functional and the def2-TZVPD basis.

Atoms and positions in Å:
N -1.3745 -0.0212 0.0492
C -0.1988 0.0156 0.6676
C 0.7890 -1.1220 0.1551
C 0.1892 -2.5203 0.3358
O -0.2860 0.5906 -2.4288
C 0.6310 1.4044 0.4118
N -0.1589 2.5065 0.7038
H -2.1581 0.0356 0.7232
H -0.6876 0.2926 -1.5941
H -1.0268 0.7161 -3.0428
H -0.1101 -0.0014 1.7624
H 1.7721 -0.9883 0.6019
H 0.3540 -2.9027 1.3446
H 0.6080 -3.1915 -0.4122
H -0.8897 -2.4650 0.1833
H 0.8847 -0.9608 -0.9226
H 1.5726 1.4316 0.9598
H 0.9515 1.3404 -0.6445
H 0.2532 3.4282 0.7642
H -1.1148 2.4114 0.3823

Output
**Orbital gap**: 0.2342 Ha
**Net charge**: +1
**M**: 105.16 g/mol
**E_HOMO**: -0.5437 Ha

=====

x.
This record from the Open Molecules 2025 dataset describes a 2-piece molecular cluster, C4H13N2O overall. The level of theory is the ωB97M-V functional and the def2-TZVPD basis.

Atoms and positions in Å:
C -2.5320 -1.1514 -1.0290
C -1.3429 -0.3462 -1.5884
C -0.3533 0.0527 -0.4887
N 1.1386 0.0574 1.8201
C 1.1209 -1.0381 1.0956
N 0.4364 -1.0949 -0.0291
H -2.8575 -1.8506 -1.7966
H -3.3741 -0.5283 -0.7486
H -2.2529 -1.7096 -0.1358
H -0.7753 -1.0085 -2.2531
H -1.6319 0.5259 -2.1646
H 0.3332 0.7922 -0.9039
H -0.8899 0.4591 0.3688
H 1.6538 -0.0344 2.6740
H 0.8838 0.9083 1.3309
H 1.6938 -1.9471 1.2313
H 0.5882 -1.8035 -0.7208
H 2.2888 2.9116 0.5371
H 1.1660 3.5509 -0.2523
O 1.3801 2.7561 0.2569

Output
**Orbital gap**: 0.4282 Ha
**Net charge**: +1
**M**: 105.16 g/mol
**E_HOMO**: -0.5478 Ha

=====

What should be chosen as the most stable of them? Choose x.

=====

w.
This record from the Open Molecules 2025 dataset describes one molecule with the formula C5H6O. The level of theory is the ωB97M-V functional and the def2-TZVPD basis.

Atoms and positions in Å:
O -1.4029 -0.8852 1.2844
C -0.8761 -0.5681 0.2479
C 0.4425 -1.1791 -0.3276
C 1.2420 0.0797 -0.0262
C 0.4029 1.1085 0.1956
C -0.9741 0.8279 -0.3751
H 0.3995 -1.5993 -1.3435
H 0.7812 -1.9507 0.3680
H 2.2671 0.0515 0.3396
H 0.5201 1.8005 1.0247
H -1.7521 1.4212 0.0917
H -1.0503 0.8930 -1.4795

Output
**Orbital gap**: 0.3792 Ha
**SMILES string**: O=C1CC=CC1
**M**: 82.10 g/mol
**E_HOMO**: -0.3421 Ha

=====

x.
This record from the Open Molecules 2025 dataset describes one molecule with the formula C5H6O. The level of theory is the ωB97M-V functional and the def2-TZVPD basis.

Atoms and positions in Å:
C 2.2753 0.2862 0.6904
C 1.5431 -0.8108 0.1297
C 0.2170 -0.6633 -0.1327
C -0.6650 0.4419 0.2817
C -1.8541 0.7825 -0.5215
O -1.9748 -0.0446 0.6094
H 3.3464 -0.0091 0.6785
H 1.9762 -1.7769 -0.1467
H -0.3112 -1.4641 -0.6521
H -0.2506 1.1784 0.9641
H -2.0187 0.3013 -1.4866
H -2.2837 1.7785 -0.4142

Output
**Orbital gap (alpha / beta)**: 0.2733 / 0.2732 Ha
**M**: 82.10 g/mol
**E_HOMO (alpha / beta)**: -0.3129 / -0.3128 Ha

=====

What should be chosen as the most stable of them? Choose w.

=====

w.
This record from the Open Molecules 2025 dataset describes one molecule with the formula C5H6O. The level of theory is the ωB97M-V functional and the def2-TZVPD basis.

Atoms and positions in Å:
C 1.8536 -0.7393 -0.4050
C 1.8433 -0.4609 0.8748
C 0.6660 -0.1685 -1.1097
C -0.1359 0.5926 -0.1344
C -1.5148 0.7793 0.3341
O 0.5689 1.2583 -1.0612
H 2.5933 -1.3155 -0.9584
H 2.4620 -0.6199 1.7251
H 0.2789 -0.5965 -2.0301
H -2.2137 0.2676 -0.3312
H -1.7564 1.8389 0.3737
H -1.6277 0.3458 1.3246

Output
**Orbital gap (alpha / beta)**: 0.3368 / 0.2937 Ha
**M**: 82.10 g/mol
**E_HOMO (alpha / beta)**: -0.3085 / -0.2803 Ha

=====

x.
This record from the Open Molecules 2025 dataset describes one molecule with the formula C5H6O. The level of theory is the ωB97M-V functional and the def2-TZVPD basis.

Atoms and positions in Å:
O -2.5343 -0.5712 -0.7143
C -2.0062 -0.3505 0.3498
C -0.6046 0.1605 0.5320
C 0.2345 0.2251 -0.7506
C 1.6577 0.0932 -0.4273
C 2.7986 -0.0683 -0.0767
H -2.5436 -0.5269 1.3064
H -0.1216 -0.4807 1.2794
H -0.6818 1.1479 1.0055
H -0.0663 -0.5785 -1.4328
H 0.0527 1.1641 -1.2851
H 3.8149 -0.2147 0.2136

Output
**Orbital gap**: 0.3973 Ha
**SMILES string**: C#CCCC=O
**M**: 82.10 g/mol
**E_HOMO**: -0.3636 Ha

=====

What should be chosen as the most stable of them? Choose x.

=====

w.
This record from the Open Molecules 2025 dataset describes one molecule with the formula C5H6O. The level of theory is the ωB97M-V functional and the def2-TZVPD basis.

Atoms and positions in Å:
C -1.2682 0.8846 0.1425
C -0.9662 -0.5327 -0.2862
O -1.7954 -1.4119 -0.2590
C 0.4634 -0.8303 -0.7574
C 1.4472 -0.2622 0.1651
C 2.1670 0.1998 1.0123
H -2.3488 1.0353 0.1526
H -0.7808 1.6195 -0.5066
H -0.8741 1.0409 1.1529
H 0.5880 -0.4193 -1.7695
H 0.5713 -1.9166 -0.8261
H 2.7966 0.5929 1.7794

Output
**Orbital gap**: 0.3880 Ha
**SMILES string**: C#CCC(C)=O
**M**: 82.10 g/mol
**E_HOMO**: -0.3558 Ha

=====

x.
This record from the Open Molecules 2025 dataset describes one molecule with the formula C5H6O. The level of theory is the ωB97M-V functional and the def2-TZVPD basis.

Atoms and positions in Å:
C 0.6087 1.1756 0.1711
C 1.6210 0.3893 -0.1729
C -1.1216 -0.5887 -0.6156
C -0.6570 0.3919 0.4733
C -0.2362 -1.0055 0.4366
O 1.4071 -0.9341 0.0317
H 0.6313 2.2264 0.1304
H 2.5806 0.5749 -0.7188
H -2.1915 -0.7460 -0.3653
H -1.1193 -0.5135 -1.7372
H -1.2626 0.7598 1.1510
H -0.2605 -1.7300 1.2155

Output
**Orbital gap**: 0.3423 Ha
**SMILES string**: C1=C[C@H]2C[C@H]2O1
**M**: 82.10 g/mol
**E_HOMO**: -0.3015 Ha

=====

What should be chosen as the most stable of them? Choose w.